ORCA calculation (ωB97M-V/def2-TZVPD) on C43H63N6O13P3SY as an isolated structure.

```
130
Properties=species:S:1:pos:R:3:forces:R:3:lowdin_charge:R:1
Y 0.91187 -0.08708 -0.85738 -0.068 0.719 0.574 1.46
C 3.59126 1.00523 2.72245 -0.067 0.154 0.137 -0.02
O 2.69804 2.06026 3.15927 0.232 -0.299 0.164 -0.14
C 2.55596 3.01887 2.18102 0.149 0.164 0.099 -0.24
C 3.09092 4.27254 2.38556 0.034 0.126 -0.015 -0.01
C 3.04406 5.22462 1.36678 -0.049 -0.043 -0.113 -0.10
C 2.53452 4.85108 0.13371 0.087 0.067 0.078 -0.06
C 1.98610 3.58107 -0.07739 -0.025 0.112 -0.408 -0.14
C 1.67891 3.20849 -1.46264 0.275 0.197 0.423 -0.08
N 1.39164 2.04488 -1.89870 -0.182 0.107 -0.664 -0.04
N 1.52729 1.96211 -3.29095 0.164 0.207 0.021 0.06
C 1.07385 0.83457 -3.78266 0.110 0.407 0.000 -0.49
O 0.38631 -0.02857 -3.15331 0.129 0.147 -0.008 -0.23
C 1.44399 0.56447 -5.20911 -0.286 -0.201 0.001 -0.14
C 1.13520 -0.68893 -5.72956 0.006 -0.074 -0.067 -0.02
C 1.47192 -1.00337 -7.04184 0.012 0.040 0.035 -0.09
C 2.11626 -0.06545 -7.83740 0.000 0.059 0.059 -0.11
C 2.43138 1.18694 -7.31387 -0.023 -0.075 0.016 -0.10
C 2.10044 1.50079 -6.00376 -0.002 0.041 -0.038 -0.04
C 1.89098 2.68337 0.99223 -0.077 -0.348 -0.113 -0.27
O 1.21733 1.55444 0.91116 0.154 -0.007 -0.255 -0.25
H 3.19536 0.47102 1.86373 -0.101 -0.018 -0.133 0.07
H 4.55486 1.43000 2.44300 0.058 0.078 0.016 0.10
H 3.71774 0.33135 3.56498 -0.034 0.003 0.050 0.07
H 3.56179 4.48304 3.34074 -0.026 -0.009 -0.073 0.11
H 3.45523 6.21672 1.51832 -0.024 -0.089 -0.015 0.09
H 2.57831 5.53923 -0.70563 -0.001 -0.022 0.052 0.11
H 1.87953 3.96672 -2.21705 0.047 0.128 -0.026 0.12
H 0.65053 -1.41387 -5.08291 0.031 0.049 -0.053 0.11
H 1.23573 -1.98383 -7.44043 0.008 0.042 0.033 0.10
H 2.37958 -0.30895 -8.86144 -0.008 0.019 0.054 0.09
H 2.94532 1.91582 -7.92967 -0.018 -0.005 0.010 0.09
H 2.34390 2.46495 -5.57382 -0.001 -0.071 -0.044 0.10
C 3.88064 -7.25088 1.38261 -0.042 0.042 -0.016 -0.06
C 3.12530 -6.20182 0.60193 0.043 -0.052 -0.002 -0.28
C 2.44754 -6.52556 -0.56872 -0.026 -0.010 -0.021 -0.05
C 1.78104 -5.55028 -1.30567 -0.048 -0.036 0.106 -0.05
C 1.76988 -4.24010 -0.85254 0.245 -0.145 0.128 -0.27
C 2.44773 -3.89437 0.31738 -0.097 -0.061 -0.024 -0.06
C 3.11298 -4.87484 1.03475 -0.006 0.028 0.025 -0.03
S 1.01318 -2.96788 -1.83682 0.077 -0.011 0.022 0.55
O 0.73735 -3.59996 -3.10200 -0.032 -0.116 -0.255 -0.31
O -0.17254 -2.47060 -1.11309 0.120 0.019 -0.195 -0.41
N 1.97783 -1.76555 -1.80722 1.006 -1.220 -0.320 -0.34
C 3.41630 -1.80198 -2.02079 -0.463 0.093 0.074 -0.15
C 4.05536 -0.69839 -1.15714 -0.240 0.185 0.306 -0.63
O 5.27853 -0.63000 -1.13066 -0.143 0.114 0.089 0.01
O 3.21286 0.05668 -0.51904 0.198 -0.338 -0.433 -0.15
H 3.94311 -8.18845 0.82721 -0.013 0.052 0.026 0.07
H 3.39349 -7.45853 2.33998 0.017 0.017 -0.054 0.08
H 4.89818 -6.91623 1.60026 -0.062 -0.019 -0.016 0.08
H 2.45490 -7.55342 -0.92206 0.013 0.086 0.017 0.11
H 1.27330 -5.78812 -2.23498 0.088 0.026 0.108 0.11
H 2.44878 -2.86209 0.65484 0.027 -0.095 -0.070 0.11
H 3.65505 -4.60069 1.93707 -0.057 -0.020 -0.086 0.12
H 3.68451 -1.61709 -3.05972 0.017 0.044 -0.181 0.12
H 3.85676 -2.75696 -1.73884 0.119 -0.137 0.065 0.11
C 1.03355 -2.82862 5.56056 0.041 -0.188 -0.068 -0.04
C 1.05249 -1.40699 5.04984 0.012 0.074 -0.064 -0.45
C 2.07279 -0.53222 5.74045 0.134 0.070 0.019 -0.04
O 1.38376 -1.44203 3.63685 0.089 0.014 0.275 -0.16
P 0.34828 -0.93768 2.55361 0.077 -0.157 -0.241 0.52
O 0.89434 -1.22877 1.20785 -0.169 0.059 0.724 -0.30
C -0.07919 0.76319 2.96249 0.128 -0.032 -0.211 -0.17
P -0.87769 1.48715 1.50490 -0.708 0.082 -0.019 0.57
O -0.98980 0.71007 0.22455 -0.135 0.408 0.537 -0.41
O -2.44910 1.31454 1.96876 -0.242 0.115 -0.081 -0.22
C -3.04187 1.66889 3.21543 0.116 -0.037 0.084 -0.48
C -4.35014 2.39157 2.95322 -0.107 -0.034 -0.126 -0.04
C -3.31146 0.40893 4.01950 -0.083 -0.183 0.109 -0.05
O -0.72936 3.06547 1.54124 -0.069 0.061 0.146 -0.16
C -1.69934 4.04243 1.07252 0.233 0.020 -0.014 -0.42
C -1.94610 5.02188 2.20362 0.087 0.041 0.061 -0.04
C -1.13033 4.74687 -0.13987 0.079 0.079 -0.113 -0.03
O -1.01481 -1.62339 2.93215 -0.264 -0.450 -0.173 -0.20
C -1.72300 -2.74259 2.28656 0.197 0.071 -0.172 -0.37
C -2.58955 -2.18780 1.17639 -0.021 0.047 0.001 -0.04
C -0.77652 -3.84413 1.83629 0.045 0.077 0.024 -0.03
H 0.84785 -2.84307 6.63760 0.016 -0.002 -0.074 0.08
H 1.99756 -3.30471 5.35751 -0.086 0.026 0.057 0.09
H 0.25072 -3.40539 5.06169 0.070 0.042 0.035 0.08
H 0.05702 -0.97394 5.17304 -0.058 0.021 -0.030 0.13
H 3.07913 -0.90778 5.53514 -0.073 0.018 0.057 0.09
H 1.90646 -0.54769 6.81972 0.010 0.031 -0.027 0.08
H 2.01348 0.50006 5.38638 0.020 -0.080 0.004 0.08
H 0.82057 1.32044 3.21569 0.015 -0.022 0.009 0.07
H -0.78436 0.72777 3.79294 0.149 0.069 -0.031 0.06
H -2.36769 2.31944 3.78485 0.069 0.069 -0.040 0.13
H -4.95600 1.78009 2.27613 0.029 0.078 0.091 0.09
H -4.20134 3.36545 2.49363 0.023 0.054 -0.055 0.06
H -4.90166 2.53164 3.88765 0.053 -0.008 -0.075 0.09
H -4.10907 -0.17121 3.54091 0.106 0.055 0.059 0.09
H -3.63251 0.67424 5.03020 -0.031 -0.037 -0.030 0.09
H -2.43027 -0.23026 4.08055 -0.171 0.029 0.029 0.05
H -2.61483 3.52769 0.79466 -0.161 -0.206 0.032 0.12
H -0.99715 5.49403 2.47859 -0.115 -0.036 -0.026 0.09
H -2.35469 4.53166 3.08716 -0.001 -0.003 -0.011 0.06
H -2.64471 5.80094 1.88035 0.083 -0.103 0.028 0.09
H -0.25701 5.34389 0.14255 -0.129 -0.086 -0.045 0.08
H -1.89490 5.40372 -0.56592 0.069 -0.030 0.025 0.09
H -0.82325 4.03334 -0.90625 -0.054 0.038 0.055 0.07
H -2.35581 -3.11218 3.08497 -0.095 -0.008 0.310 0.13
H -1.98280 -1.90137 0.31897 0.033 0.022 -0.042 0.05
H -3.14388 -1.31008 1.52177 0.037 -0.135 -0.026 0.07
H -3.29856 -2.95653 0.85612 0.039 0.026 -0.004 0.10
H -0.30959 -3.58060 0.88908 -0.003 0.005 0.045 0.05
H -1.34180 -4.77025 1.69896 0.012 0.074 -0.002 0.09
H 0.00762 -4.02917 2.57836 -0.122 -0.001 -0.027 0.08
C -5.03936 0.10513 -3.48733 0.250 0.007 0.111 -0.21
N -4.88165 0.67670 -2.14713 0.104 -0.055 0.061 -0.15
C -4.54607 2.09263 -2.29648 0.213 -0.194 -0.031 -0.21
N -3.36774 2.34663 -3.12368 0.083 -0.054 0.023 -0.14
C -3.57645 1.72149 -4.43356 0.124 -0.157 0.259 -0.20
N -3.88744 0.29338 -4.36726 0.130 -0.079 0.026 -0.15
C -2.71664 -0.47882 -3.89157 -0.180 0.156 0.079 -0.30
P -2.12548 -0.02105 -2.18441 -0.610 0.019 -0.180 1.05
C -3.82070 -0.03296 -1.39491 -0.078 0.087 -0.201 -0.32
C -2.14605 1.82289 -2.47739 -0.225 -0.089 -0.192 -0.30
H -5.90691 0.57487 -3.95535 -0.046 0.062 -0.030 0.12
H -5.23405 -0.96460 -3.38961 -0.013 -0.025 -0.005 0.12
H -4.37951 2.52025 -1.30467 0.009 0.010 0.027 0.12
H -5.39824 2.59702 -2.75552 -0.077 0.033 -0.055 0.12
H -2.67481 1.85663 -5.03386 0.002 0.010 -0.011 0.13
H -4.40626 2.23144 -4.92682 -0.081 0.028 -0.007 0.12
H -1.88488 -0.33804 -4.58279 0.027 0.015 -0.052 0.08
H -2.96289 -1.54368 -3.90119 -0.036 -0.006 -0.023 0.09
H -3.71644 0.42133 -0.40631 -0.034 0.020 0.053 0.07
H -4.13371 -1.06995 -1.24193 -0.040 -0.002 -0.014 0.08
H -1.27691 2.10212 -3.07584 0.025 0.015 -0.034 0.08
H -2.04148 2.29424 -1.50248 0.034 0.110 0.115 0.05
```
Forces are in eV/Å.

The value obtained for the energy above the lowest of the compared OMol25 structures with the same formula, charge and spin is 25.79 kcal per mole. The max |F| is 1.6 eV Å⁻¹. The value obtained for the orbital gap is 6.95 eV. As for the charge: -1. The lowest unoccupied orbital energy comes out at 2.044 eV.


ORCA calculation (ωB97M-V/def2-TZVPD) on C43H65CsN10O4SSi as an isolated structure.

```
125
Properties=species:S:1:pos:R:3:forces:R:3:lowdin_charge:R:1
Cs 0.32180 -0.64528 -0.65809 0.431 -0.064 -0.065 0.72
C 2.28109 -4.04289 -0.14350 -0.081 -0.070 0.045 -0.09
N 1.74458 -5.05823 0.74860 -0.052 0.067 0.025 -0.16
C 2.73548 -5.62705 1.64617 0.000 -0.071 -0.005 -0.05
C 0.44519 -4.91430 1.18676 0.148 -0.146 -0.005 -0.38
N -0.14754 -3.78029 1.04473 -0.016 0.540 0.120 0.15
C -1.53054 -3.63470 0.93690 -0.084 -0.215 -0.068 -0.26
C -2.26668 -4.51742 0.13206 0.006 0.033 -0.011 -0.04
C -3.61897 -4.35586 -0.10902 0.032 -0.062 0.018 -0.09
C -4.28457 -3.27915 0.45708 -0.060 0.032 0.058 -0.10
C -3.57798 -2.39141 1.24859 0.059 0.017 -0.019 -0.05
C -2.20888 -2.53751 1.51014 -0.303 -0.091 -0.042 -0.27
N -1.54208 -1.53323 2.22565 0.414 0.166 -0.124 0.14
C -2.02357 -1.03390 3.30717 -0.118 -0.196 0.098 -0.38
N -2.87670 -1.67185 4.19630 -0.018 0.117 -0.072 -0.17
C -4.04100 -0.99702 4.73553 0.057 -0.073 -0.018 -0.06
C -2.88536 -3.11107 4.30663 0.017 0.012 -0.001 -0.05
N -1.68329 0.25034 3.69502 0.033 0.003 0.060 -0.16
C -1.03449 1.10599 2.72875 -0.069 -0.084 0.002 -0.09
C -1.26367 0.50325 5.06542 -0.043 0.009 -0.029 -0.05
N -0.07656 -6.05563 1.77416 -0.048 0.037 -0.113 -0.16
C 0.14904 -7.36744 1.19719 -0.033 0.033 0.030 -0.06
C -1.15007 -5.98472 2.73544 0.047 0.044 -0.017 -0.05
H 3.09561 -4.47329 -0.72594 0.016 0.029 0.029 0.09
H 2.66553 -3.17224 0.39726 -0.027 0.014 -0.018 0.08
H 1.50525 -3.71006 -0.82598 0.075 0.005 -0.024 0.06
H 3.51248 -6.13046 1.06935 0.005 0.011 0.004 0.09
H 2.27908 -6.34697 2.32004 0.001 0.005 -0.014 0.08
H 3.20755 -4.84164 2.24935 0.018 -0.004 -0.026 0.09
H -1.73332 -5.34141 -0.32848 0.004 0.003 -0.013 0.12
H -4.14244 -5.06031 -0.74274 0.000 0.015 -0.001 0.10
H -5.34072 -3.12196 0.27849 0.012 -0.005 -0.013 0.10
H -4.08440 -1.53241 1.67572 -0.003 0.012 -0.008 0.11
H -3.97510 0.06804 4.53361 -0.011 0.028 0.022 0.08
H -4.11267 -1.15174 5.81591 -0.005 0.024 -0.001 0.09
H -4.95780 -1.38638 4.27620 0.003 0.004 0.001 0.09
H -1.89033 -3.48202 4.07859 -0.012 -0.012 0.008 0.07
H -3.60344 -3.59624 3.63728 -0.004 0.009 -0.002 0.09
H -3.13070 -3.37891 5.33700 0.020 -0.007 0.003 0.09
H -1.47001 0.94172 1.74795 0.009 0.022 -0.050 0.06
H 0.04595 0.92244 2.66905 0.003 0.013 -0.032 0.09
H -1.19168 2.14733 3.01885 0.032 -0.006 0.012 0.08
H -1.68142 -0.24117 5.73548 -0.019 -0.018 -0.003 0.08
H -1.60207 1.49144 5.38433 0.024 -0.001 0.001 0.09
H -0.17106 0.46943 5.14817 -0.004 0.012 0.004 0.09
H 0.89266 -7.30129 0.40926 0.012 -0.019 -0.010 0.09
H -0.78225 -7.76022 0.77164 0.014 0.003 -0.001 0.09
H 0.49529 -8.07329 1.95765 0.014 -0.002 -0.010 0.09
H -1.06061 -5.05880 3.29634 -0.023 -0.018 0.001 0.07
H -1.04830 -6.82249 3.42858 0.001 0.016 0.024 0.09
H -2.14590 -6.02534 2.28141 -0.002 -0.013 -0.001 0.09
C 3.20293 -1.51393 -2.16533 -0.459 0.302 -0.176 -0.36
Si 3.78514 -0.38119 -3.45948 -0.060 -0.710 0.762 0.53
C 4.12737 1.35110 -2.71870 -0.071 -0.126 -0.179 -0.23
N 3.03307 1.76796 -1.83705 -0.116 0.150 0.234 -0.22
C 3.43365 2.54738 -0.67511 0.079 0.102 -0.112 -0.20
C 3.77379 4.01189 -0.97589 -0.154 -0.040 0.068 -0.18
C 2.59025 4.67968 -1.67639 0.192 -0.026 -0.104 -0.20
C 2.22947 3.88048 -2.92725 -0.078 -0.047 0.123 -0.17
C 1.94100 2.42311 -2.54346 0.032 0.024 -0.094 -0.21
C 5.41667 -0.98160 -4.24445 -0.133 0.225 -0.134 -0.23
C 6.57636 -1.00968 -3.46422 0.018 0.042 -0.043 -0.11
C 7.72433 -1.65813 -3.89126 0.030 0.018 0.018 -0.10
C 7.73990 -2.30292 -5.12171 0.012 -0.032 -0.015 -0.11
C 6.60897 -2.27043 -5.92342 0.036 -0.019 -0.049 -0.10
C 5.46469 -1.61478 -5.48731 -0.017 0.086 -0.002 -0.10
C 2.50514 -0.23036 -4.85501 0.095 0.007 0.034 -0.26
C 2.59625 0.71424 -5.87875 0.043 0.003 -0.021 -0.11
C 1.59989 0.84381 -6.83740 -0.005 0.051 -0.046 -0.10
C 0.48242 0.02202 -6.79400 -0.028 -0.025 0.020 -0.11
C 0.38000 -0.93978 -5.79730 -0.015 0.026 -0.039 -0.10
C 1.38285 -1.05966 -4.84402 -0.068 -0.065 -0.024 -0.11
H 3.84929 -1.52777 -1.27950 0.039 0.047 -0.008 -0.06
H 3.06092 -2.54199 -2.52051 0.087 0.008 -0.044 -0.06
H 4.35050 2.10256 -3.49240 0.100 -0.007 0.016 0.08
H 5.03738 1.25541 -2.11947 0.014 -0.006 0.003 0.08
H 4.28047 2.05126 -0.19717 -0.046 -0.050 0.028 0.12
H 2.59404 2.53097 0.03551 0.038 -0.018 0.029 0.10
H 4.65668 4.05905 -1.62009 0.019 -0.004 0.008 0.11
H 4.01674 4.52984 -0.04358 0.041 0.009 -0.018 0.11
H 2.82471 5.71692 -1.92759 -0.032 0.002 0.017 0.11
H 1.73142 4.69301 -0.99555 -0.029 0.032 0.000 0.09
H 3.06245 3.92204 -3.63428 -0.025 0.010 -0.054 0.11
H 1.35399 4.30550 -3.42606 0.024 -0.001 -0.030 0.11
H 1.70050 1.83804 -3.43378 -0.046 -0.013 0.065 0.10
H 1.06835 2.42197 -1.87872 -0.093 -0.001 -0.031 0.08
H 6.57486 -0.52909 -2.49038 0.011 -0.052 0.019 0.09
H 8.60676 -1.67116 -3.26194 -0.003 -0.002 -0.003 0.09
H 8.62552 -2.83489 -5.44775 0.011 0.042 -0.019 0.09
H 6.61890 -2.75764 -6.89172 -0.010 -0.016 0.015 0.09
H 4.58482 -1.60109 -6.12328 0.019 -0.033 -0.002 0.09
H 3.46473 1.36469 -5.93208 -0.010 0.003 0.009 0.11
H 1.69167 1.58689 -7.62096 0.010 0.003 0.014 0.10
H -0.30071 0.12716 -7.53511 0.011 -0.008 -0.005 0.09
H -0.48190 -1.59658 -5.76404 0.005 -0.006 -0.018 0.10
H 1.30122 -1.81768 -4.07125 0.017 0.056 0.054 0.08
C -6.74701 3.25194 3.49318 0.029 0.036 -0.025 -0.12
C -6.42169 4.73024 3.64844 0.243 -0.034 -0.433 -0.28
S -5.62969 5.39857 2.16802 -0.037 -0.177 0.203 0.65
O -5.64281 6.83343 2.24320 0.118 0.074 0.153 -0.30
O -6.18438 4.75845 0.99937 0.011 -0.087 0.048 -0.32
C -3.92669 4.82959 2.30157 -0.249 0.182 -0.057 -0.20
C -3.14381 5.40308 1.12015 -0.200 0.019 0.047 -0.14
N -1.90390 4.67126 0.90750 0.191 0.121 0.324 0.05
C -1.74429 3.65150 0.03114 -0.040 0.021 0.007 -0.33
N -0.55864 3.07953 0.14637 0.030 -0.235 -0.201 0.13
C 0.09638 3.74896 1.11960 -0.107 0.325 0.268 -0.07
C -0.71131 4.74012 1.61822 -0.065 -0.761 -0.588 -0.15
N -0.39565 5.65143 2.64560 0.251 0.662 0.122 -0.34
O -1.26328 6.40007 3.06879 -0.427 -0.084 -0.013 0.08
O 0.75526 5.66464 3.02882 0.192 -0.228 0.121 0.10
C -2.77793 3.27292 -0.96843 0.018 0.044 -0.014 0.02
H -7.43332 2.92940 4.27483 0.038 0.014 0.037 0.08
H -5.84842 2.63637 3.55374 -0.016 -0.013 -0.001 0.07
H -7.21628 3.08166 2.52584 -0.036 -0.054 0.035 0.07
H -5.73682 4.93967 4.47041 -0.069 0.068 0.044 0.10
H -7.31450 5.34264 3.77031 0.002 0.056 -0.043 0.11
H -3.96867 3.73963 2.26627 0.068 0.002 0.005 0.11
H -3.51222 5.17788 3.24469 0.011 -0.028 0.078 0.10
H -2.93118 6.45260 1.29283 0.031 0.003 -0.029 0.13
H -3.74699 5.31067 0.21822 0.119 0.014 -0.061 0.12
H 1.09485 3.50476 1.44301 0.000 0.035 -0.047 0.12
H -3.73328 3.02630 -0.50310 -0.012 -0.017 -0.010 0.09
H -2.41656 2.41875 -1.53403 -0.003 -0.030 0.027 0.09
H -2.94503 4.09492 -1.66739 -0.048 -0.028 -0.007 0.10
```
Forces are in eV/Å.

The value obtained for the energy above the lowest of the compared OMol25 structures with the same formula, charge and spin is 11.74 kcal per mole. The max |F| is 1.0 eV Å⁻¹. The value obtained for the orbital gap is 4.38 eV. The lowest unoccupied orbital energy comes out at -0.861 eV.